C40H49BrMoN6O5P | the ωB97M-V functional and the def2-TZVPD basis

XYZ file:
```
103
C40H49BrMoN6O5P | the OMol25 dataset | the ωB97M-V functional and the def2-TZVPD basis
Mo 0.2461 -0.4684 0.0612
C -2.2395 -3.8981 0.5910
C -0.9164 -3.8410 1.3545
C 0.3287 -3.8099 0.4718
N 0.4555 -2.6813 -0.4194
C 1.1445 -2.8771 -1.5448
C 1.8262 -4.0262 -1.9070
C 2.5638 -4.3430 -3.0568
C 2.8774 -3.6024 -4.1590
C 2.5048 -2.2604 -4.4218
C 1.7855 -1.4105 -3.6684
C 1.0679 -1.5965 -2.3678
N 1.4371 -0.5789 -1.4005
C 2.8592 -0.3775 -1.3896
C 3.3458 0.0367 -0.0050
C 3.0824 -1.0649 1.0225
N 1.7071 -1.0467 1.4421
C 1.3666 -1.5144 2.6394
C 2.2642 -2.1883 3.5165
C 2.0523 -2.6780 4.8012
C 0.9330 -2.6629 5.6167
C -0.3363 -2.1348 5.3227
C -0.7290 -1.5115 4.1574
C -0.0068 -1.2536 2.9783
N -0.6336 -0.3272 2.0584
C -2.6226 -1.4328 1.0626
C -2.6696 -2.5506 0.0133
H -3.0214 -4.2448 1.2774
H -2.1623 -4.6302 -0.2179
H -0.8334 -4.7425 1.9705
H -0.8981 -2.9897 2.0320
H 0.2979 -4.7329 -0.1210
H 1.2092 -3.8622 1.1382
H 1.8000 -4.8428 -1.1972
H 2.9573 -5.3563 -3.0527
H 3.4914 -4.0783 -4.9157
H 2.8669 -1.8614 -5.3666
H 1.6036 -0.4091 -4.0532
H 3.1671 0.3759 -2.1392
H 3.3676 -1.3197 -1.6637
H 2.8240 0.9412 0.3260
H 4.4182 0.2478 -0.0551
H 3.7512 -0.8942 1.8769
H 3.3336 -2.0393 0.5710
H 3.2567 -2.3671 3.1306
H 2.9219 -3.1616 5.2394
H 1.0428 -3.1098 6.5998
H -1.0823 -2.2202 6.1054
H -1.7447 -1.1215 4.1443
H -3.4159 -0.6991 0.8386
H -2.8156 -1.8411 2.0648
H -2.0034 -2.2559 -0.7991
H -3.6806 -2.6435 -0.3929
C 0.4760 5.3159 1.5706
C 0.4271 3.8321 1.9094
O 1.1168 3.0427 0.9604
P 0.3272 1.9756 -0.0643
O -1.1409 2.6316 -0.0943
C -1.6298 3.3971 -1.1967
C -3.0692 3.7946 -0.9160
O 0.9225 2.5189 -1.4653
C 2.2268 3.0503 -1.6541
C 2.1869 4.5682 -1.8141
H -0.0870 5.8672 2.3191
H 0.0280 5.4939 0.5966
H 1.4997 5.6811 1.5621
H -0.6166 3.5189 1.9552
H 0.8890 3.6488 2.8836
H -1.5686 2.7904 -2.1030
H -1.0118 4.2921 -1.3335
H -3.7225 2.9280 -0.9665
H -3.3906 4.5134 -1.6659
H -3.1546 4.2410 0.0726
H 2.6167 2.5887 -2.5691
H 2.8748 2.7943 -0.8116
H 1.4515 4.8467 -2.5664
H 3.1666 4.9268 -2.1269
H 1.9235 5.0377 -0.8693
Br -2.3450 -1.0769 -7.8014
C -2.4534 -0.2374 -6.0808
C -3.3206 0.8455 -5.9363
N -3.4993 1.4172 -4.7401
C -2.8071 0.9818 -3.7223
C -1.8273 -0.0503 -3.7795
C -1.6972 -0.7062 -5.0441
C -1.0671 -0.4033 -2.6431
O -0.3336 -1.5423 -2.7447
O -1.1369 0.2147 -1.5317
H -3.8983 1.2382 -6.7602
H -3.0250 1.4296 -2.7625
H -1.0205 -1.5397 -5.1477
N -1.3327 -0.8113 0.9980
C -1.0393 0.8505 2.7157
C -0.3059 1.2915 3.8289
C -0.7812 2.3143 4.6207
C -1.9857 2.9383 4.3169
C -2.6797 2.5532 3.1788
C -2.2164 1.5238 2.3801
H 0.6304 0.8153 4.0816
H -0.2168 2.6095 5.4944
H -2.3757 3.7174 4.9564
H -3.6055 3.0438 2.9139
H -2.7480 1.2454 1.4859
```

Calculated values
Multiplicity: 1
HOMO energy (alpha / beta) (eV): -1.18 / -1.19
Net charge: -1
Lowest unoccupied orbital energy (alpha / beta) (eV): 1.00 / 0.98
ΔE to the lowest compared entry with this formula, charge and spin (eV): 6.014
Orbital gap (alpha / beta) (eV): 2.18 / 2.17

Results of the Löwdin charge analysis, in e, for atoms 1 through 5:
1. Mo 1.54
2. C -0.20
3. C -0.19
4. C -0.22
5. N -0.04

---

C27H41N2OW | the ωB97M-V functional and the def2-TZVPD basis

XYZ file:
```
72
C27H41N2OW | the OMol25 dataset | the ωB97M-V functional and the def2-TZVPD basis
C 2.1244 1.2838 1.1546
C 1.3076 2.3124 0.5535
C 1.6495 2.3879 -0.8378
C 2.6678 1.4043 -1.1136
C 2.9728 0.7387 0.1210
W 0.6510 0.2369 -0.3055
C 0.2352 -1.7999 -1.9052
C 0.2023 -2.0713 -0.5328
H -0.7717 -2.3036 -0.0862
C 1.3296 -1.8212 0.3283
H 2.3270 -2.0700 -0.0551
H 1.2006 -2.0541 1.3921
C -1.0245 -1.9821 -2.7181
H -1.9253 -1.8499 -2.0983
H -1.0747 -1.2599 -3.5497
H -1.0394 -3.0011 -3.1549
C 1.5235 -1.8126 -2.7037
H 2.4204 -1.6696 -2.0809
H 1.6196 -2.7914 -3.2176
H 1.5190 -1.0408 -3.4915
C 0.3391 3.2134 1.2684
H -0.1503 2.6946 2.1075
H 0.8598 4.1031 1.6707
H -0.4511 3.5613 0.5838
C 1.1736 3.4589 -1.7760
H 0.0992 3.6642 -1.6491
H 1.7326 4.3919 -1.5701
H 1.3378 3.1863 -2.8283
C 3.4181 1.2529 -2.4079
H 2.7699 1.4399 -3.2794
H 4.2554 1.9754 -2.4598
H 3.8469 0.2436 -2.5154
C 4.1084 -0.2216 0.3316
H 4.2600 -0.8801 -0.5402
H 5.0488 0.3410 0.4858
H 3.9482 -0.8558 1.2172
C 2.1527 0.9300 2.6167
H 2.5153 -0.0990 2.7717
H 2.8218 1.6130 3.1742
H 1.1474 1.0014 3.0624
C -0.6949 0.9713 -1.8900
C -2.0690 1.1819 -1.6154
C -0.2573 1.3449 -3.1839
C -2.9437 1.7289 -2.5697
H -2.4734 0.9113 -0.6340
C -1.1196 1.8908 -4.1459
H 0.7972 1.2117 -3.4572
C -2.4747 2.0873 -3.8410
H -4.0005 1.8730 -2.3150
H -0.7319 2.1652 -5.1343
H -3.1556 2.5140 -4.5859
C -0.0017 -1.1412 3.6955
N -0.6707 -1.7565 2.5451
C -1.2230 -3.0547 2.8985
C -2.4733 -2.8507 3.7145
C -3.4583 -2.0753 2.8569
N -2.8529 -1.0055 2.0431
C -3.8029 -0.1608 1.3509
C -1.4823 -0.9050 1.8195
O -1.0620 -0.1404 0.8879
H -0.3802 -0.1173 3.9032
H 1.0786 -1.2427 3.5986
H -0.1782 -1.6776 4.6523
H -1.4610 -3.6261 1.9758
H -0.4680 -3.6577 3.4596
H -2.2452 -2.2639 4.6274
H -2.9127 -3.8158 4.0484
H -4.2446 -1.6796 3.5359
H -3.9413 -2.7860 2.1495
H -4.1646 -0.6581 0.4270
H -4.6816 0.0249 2.0065
H -3.3990 0.8586 1.2137
```

Calculated values
Multiplicity: 1
HOMO energy (alpha / beta) (eV): -17.48 / -17.48
Net charge: +3
Lowest unoccupied orbital energy (alpha / beta) (eV): -12.50 / -12.50
Orbital gap (alpha / beta) (eV): 4.98 / 4.98

Results of the Löwdin charge analysis, in e, for atoms 1 through 5:
1. C -0.26
2. C -0.28
3. C -0.25
4. C -0.23
5. C -0.26

---

C4H7NO2 | the ωB97M-V functional and the def2-TZVPD basis

XYZ file:
```
14
C4H7NO2 | the OMol25 dataset | the ωB97M-V functional and the def2-TZVPD basis
C -1.4711 -0.9561 0.1868
C -0.4641 -0.1590 -0.6748
C 0.2523 1.5189 -0.1342
N 1.3321 0.9953 0.5924
C 1.6926 -0.2896 0.1857
O 2.6520 -0.9144 0.5291
O 0.7679 -0.8078 -0.6838
H -1.1691 -0.9783 1.2397
H -1.4923 -1.9999 -0.1654
H -2.4976 -0.5712 0.1285
H -0.8531 -0.0071 -1.6853
H -0.7689 1.1666 0.0384
H 0.5453 1.8190 -1.1325
H 1.4741 1.1836 1.5754
```

Calculated values
Multiplicity: 1
HOMO energy (eV): -9.45
Lowest unoccupied orbital energy (eV): 0.79
ΔE to the lowest compared entry with this formula, charge and spin (eV): 3.288
Orbital gap (eV): 10.24

Results of the Löwdin charge analysis, in e, for atoms 1 through 5:
1. C -0.03
2. C -0.27
3. C -0.06
4. N 0.05
5. C -0.54

---

C3H10Mn2NO8S | the ωB97M-V functional and the def2-TZVPD basis

XYZ file:
```
25
C3H10Mn2NO8S | the OMol25 dataset | the ωB97M-V functional and the def2-TZVPD basis
Mn 3.8511 19.5754 -18.2171
Mn 5.4115 17.9675 -20.1445
N 6.8727 19.8999 -18.2156
O 5.7435 20.2502 -17.6927
O 6.9096 18.8844 -18.9887
O 7.8533 20.4682 -17.9154
O 4.4103 17.6375 -18.3825
H 4.4836 16.8925 -17.7743
O 4.2442 19.6117 -20.1957
H 3.5368 19.6076 -20.8533
O 3.9739 14.7182 -22.4862
S 4.4298 16.0030 -22.8403
O 4.6020 16.9776 -21.7864
O 5.8252 15.9707 -23.4792
C 6.0723 14.9594 -24.5002
C 6.7188 15.5933 -25.7428
C 3.4079 16.7076 -24.0652
H 5.1560 14.4182 -24.7458
H 6.7196 14.2032 -24.0578
H 7.7940 15.4581 -25.7281
H 6.4907 16.6580 -25.7657
H 6.3017 15.1436 -26.6400
H 3.5355 16.1282 -24.9751
H 3.7347 17.7324 -24.2327
H 2.3833 16.6857 -23.7042
```

Calculated values
Multiplicity: 11
HOMO energy (alpha / beta) (eV): -13.13 / -13.81
Net charge: +1
Lowest unoccupied orbital energy (alpha / beta) (eV): -4.34 / -4.43
ΔE to the lowest compared entry with this formula, charge and spin (eV): 0.000
Orbital gap (alpha / beta) (eV): 8.79 / 9.38

Results of the Löwdin charge analysis, in e, for atoms 1 through 5:
1. Mn 1.14
2. Mn 1.00
3. N -0.49
4. O -0.12
5. O -0.10